1.
# C20H32N2O13P2

A 2-piece molecular cluster, C20H32N2O13P2 overall (the ωB97M-V functional and the def2-TZVPD basis, OMol25).

LUMO = -1.8 eV
gap between HOMO and LUMO = 7.24 eV
HOMO level = -9.1 eV
structure (SMILES) = COCCCCCC[C@H]1[C@@](CN)(P(=O)(O)O)OC(=O)[C@@]1(CC(=O)O)P(N)O.O=C1C=C(O)C(=O)C=C1O

Each line ends with the natural charge from an NBO analysis.
Element x y z (Å)
C: -2.92399 2.26847 0.90683  -0.252
O: -1.68099 2.58205 0.29833  -0.567
C: -1.38202 1.82526 -0.85863  -0.059
C: 0.12835 1.83457 -1.14527  -0.417
C: 0.99650 2.17334 0.06734  -0.407
C: 0.83655 1.24646 1.28004  -0.384
C: 1.86871 0.11000 1.36092  -0.376
C: 1.58160 -1.00277 0.36140  -0.414
C: 2.55414 -2.20592 0.30616  -0.221
C: 1.93559 -3.58721 -0.01552  -0.458
C: 1.42538 -3.56580 -1.47636  -0.516
C: 1.10005 -4.90468 -2.13827  0.797
O: 1.92915 -5.62919 -2.58544  -0.500
O: -0.22954 -5.22727 -2.20173  -0.704
P: 0.69025 -4.15378 1.26029  1.210
N: -0.76661 -3.74596 0.41801  -1.139
O: 0.73735 -5.74836 0.93686  -0.956
C: 3.18411 -4.44787 0.21542  0.792
O: 3.46635 -5.50164 -0.25438  -0.508
O: 4.00351 -3.83649 1.09863  -0.505
C: 3.70722 -2.42666 1.33275  -0.113
C: 4.97390 -1.64385 0.83587  -0.238
N: 5.93863 -1.11551 1.77943  -0.828
P: 3.56213 -2.38346 3.19474  2.343
O: 4.50255 -3.32476 3.79882  -1.056
O: 2.06653 -2.63788 3.67405  -0.982
O: 3.84243 -0.86725 3.65868  -0.995
H: -2.75198 1.76343 1.86111  0.173
H: -3.54420 1.65519 0.25476  0.188
H: -3.45207 3.19930 1.11974  0.185
H: -1.75909 0.80008 -0.77290  0.159
H: -1.90575 2.25576 -1.71912  0.178
H: 0.32400 2.58310 -1.91507  0.210
H: 0.40438 0.87206 -1.57767  0.195
H: 0.71305 3.17928 0.37700  0.225
H: 2.04814 2.23865 -0.22189  0.202
H: -0.16332 0.81039 1.29594  0.197
H: 0.93628 1.83837 2.19165  0.211
H: 2.86959 0.50717 1.19285  0.209
H: 1.79644 -0.29066 2.37193  0.159
H: 0.55767 -1.36158 0.49092  0.183
H: 1.60045 -0.55169 -0.63104  0.218
H: 3.14467 -2.04469 -0.60232  0.215
H: 0.51735 -2.96154 -1.47691  0.212
H: 2.14511 -3.07280 -2.13000  0.235
H: -0.70592 -4.56129 -2.71118  0.483
H: -0.75880 -2.74866 0.21792  0.364
H: -1.51997 -3.88092 1.08737  0.384
H: 0.80828 -6.21826 1.77725  0.506
H: 5.50027 -2.36992 0.21670  0.224
H: 4.63625 -0.81838 0.21073  0.188
H: 5.59516 -0.29629 2.25261  0.367
H: 6.21800 -1.80300 2.46754  0.379
H: 1.37588 -2.18311 3.17774  0.502
H: 3.03494 -0.42423 3.94473  0.504
C: -4.04959 4.65243 -1.63985  -0.435
C: -4.42976 5.93779 -1.68684  0.404
C: -5.81987 6.35033 -2.10740  0.458
O: -6.06636 7.54109 -2.10036  -0.534
C: -6.76446 5.31826 -2.48793  -0.391
C: -6.38361 4.03452 -2.44332  0.328
C: -4.99942 3.62273 -2.00762  0.478
O: -4.76010 2.42753 -1.98617  -0.560
O: -7.17339 3.02243 -2.77111  -0.623
O: -3.63819 6.94880 -1.37014  -0.637
H: -3.05801 4.35087 -1.32917  0.246
H: -7.75405 5.62257 -2.79753  0.248
H: -6.64551 2.21061 -2.64402  0.508
H: -4.17028 7.76048 -1.48792  0.509

***

2.
# C2H8Cl2Si2

A 2-piece molecular cluster, C2H8Cl2Si2 overall at a distorted geometry (the ωB97M-V functional and the def2-TZVPD basis, OMol25).

LUMO = 0.1 eV
gap between HOMO and LUMO = 9.59 eV
HOMO level = -9.5 eV

Each line ends with the natural charge from an NBO analysis.
Element x y z (Å)
C: 1.58356 0.62260 -0.88099  -0.843
C: -0.52471 -1.62609 -0.83065  -0.845
Si: -0.89204 0.90113 1.73662  0.385
Si: -0.21213 0.20245 -0.36123  0.999
Cl: 2.61258 0.45724 0.58957  -0.057
Cl: 0.30784 -2.65953 0.37443  -0.063
H: 2.00026 -0.05329 -1.62586  0.245
H: 1.70431 1.64560 -1.22752  0.248
H: -0.13956 -1.90306 -1.81002  0.242
H: -1.58041 -1.88041 -0.79370  0.244
H: 0.01853 1.89579 2.30415  -0.114
H: -2.21108 1.52572 1.61663  -0.120
H: -1.01323 -0.19092 2.70639  -0.113
H: -1.65393 1.06277 -1.79781  -0.208

***

3.
# C3H8N3O

An isolated ion of composition C3H8N3O and charge +1 at a distorted geometry (the ωB97M-V functional and the def2-TZVPD basis, OMol25).

total charge = +1
LUMO = -3.2 eV
gap between HOMO and LUMO = 11.31 eV
HOMO level = -14.5 eV
structure (SMILES) = C1C[NH+]1Cn1[nH]o1

Each line ends with the natural charge from an NBO analysis.
Element x y z (Å)
C: 1.12908 -1.03541 0.25985  -0.201
C: 2.01504 0.03866 -0.14401  -0.216
C: -0.42239 0.99972 -0.08288  -0.130
N: 0.61436 0.07609 -0.58051  -0.359
N: -2.72185 0.28600 0.19443  -0.175
N: -1.38921 0.05422 0.58077  -0.040
O: -1.93323 -0.75322 -0.40707  -0.266
H: 1.10175 -2.03485 -0.21197  0.258
H: 0.89875 -1.08071 1.27146  0.256
H: 2.17452 0.60144 0.76217  0.253
H: 2.75073 -0.02545 -0.97775  0.267
H: -0.19690 1.58078 0.75918  0.236
H: -1.08078 1.71215 -0.71944  0.278
H: 0.51902 -0.22026 -1.54855  0.462
H: -3.45888 -0.19916 0.84433  0.377

***

4.
# C16H30I2InN2O3S3Sc

C16H30I2InN2O3S3Sc as an isolated structure at a distorted geometry (the ωB97M-V functional and the def2-TZVPD basis, OMol25).

total charge = +4
LUMO (alpha / beta) = -15.9 / -15.6 eV
gap between HOMO and LUMO (alpha / beta) = 4.75 / 4.95 eV
HOMO level (alpha / beta) = -20.6 / -20.6 eV

Each line ends with the natural charge from an NBO analysis.
Element x y z (Å)
I: 0.51090 -2.57760 -0.08712  0.358
I: -0.23237 0.20307 -4.74792  0.414
Sc: 0.12142 0.83159 -2.11202  0.637
In: -0.58416 0.65072 0.44416  0.751
S: 1.52009 -1.26980 -2.21788  0.085
S: -1.94832 -0.73049 -1.73419  0.091
C: 1.64460 0.89652 1.22965  0.530
C: 3.31065 -1.07596 -2.22235  -0.142
C: -3.64195 -0.04515 -1.59868  -0.125
C: 3.70115 -0.83192 -3.66876  -0.633
C: 3.78403 0.03078 -1.32208  -0.608
C: 3.81042 -2.40911 -1.71992  -0.635
C: -4.27990 -0.24418 -2.96770  -0.632
C: -3.72879 1.39886 -1.15542  -0.622
C: -4.29020 -0.98875 -0.56267  -0.633
C: 1.67522 2.60679 -2.08107  0.476
C: -0.82901 2.96741 -1.94743  0.488
O: 2.62814 0.96964 1.85474  -0.291
O: 2.27775 3.58829 -1.93970  -0.259
O: -1.18934 4.04565 -1.73410  -0.279
H: 3.31714 0.13176 -4.05060  0.213
H: 3.30561 -1.60869 -4.33185  0.256
H: 4.80510 -0.82729 -3.74147  0.298
H: 3.38361 1.01435 -1.59264  0.181
H: 4.88029 0.06524 -1.38666  0.290
H: 3.49679 -0.15550 -0.28738  0.204
H: 3.43982 -2.58848 -0.70839  0.215
H: 4.90476 -2.41154 -1.72691  0.277
H: 3.44657 -3.22826 -2.34038  0.250
H: -5.34878 0.01665 -2.91187  0.288
H: -4.18835 -1.29437 -3.27842  0.246
H: -3.78697 0.38254 -3.70794  0.222
H: -4.79642 1.65518 -1.04400  0.292
H: -3.26922 2.07409 -1.89139  0.210
H: -3.24874 1.55932 -0.17181  0.194
H: -5.37682 -0.74512 -0.46036  0.281
H: -3.80520 -0.87063 0.43920  0.200
H: -4.18304 -2.03326 -0.88875  0.248
C: -0.71388 3.57196 1.99864  -0.395
N: -0.44922 2.74134 3.17893  -0.368
C: 0.73162 3.08661 3.98885  -0.430
C: -1.01418 1.50208 3.30600  0.384
S: -2.27066 0.93814 2.19162  -0.096
N: -0.62204 0.74531 4.37896  -0.424
C: -0.92742 1.29005 5.71289  -0.424
C: -0.80770 -0.71432 4.26454  -0.416
H: -0.35296 4.57615 2.28613  0.278
H: -1.78608 3.55737 1.78479  0.254
H: -0.13825 3.20713 1.12494  0.151
H: 0.46278 3.22448 5.04082  0.261
H: 1.54083 2.35176 3.89275  0.226
H: 1.07719 4.05522 3.59074  0.244
H: -1.78269 0.74820 6.14580  0.252
H: -0.03762 1.10570 6.32617  0.249
H: -1.15295 2.35385 5.66685  0.227
H: -1.87252 -0.97096 4.08693  0.229
H: -0.18536 -1.11066 3.43635  0.189
H: -0.46197 -1.11788 5.23238  0.271

***

5.
# C33H38FeN3O4S3

C33H38FeN3O4S3 as an isolated structure (the ωB97M-V functional and the def2-TZVPD basis, OMol25).

LUMO (alpha / beta) = 0.2 / -0.5 eV
multiplicity = 6
gap between HOMO and LUMO (alpha / beta) = 7.30 / 6.91 eV
HOMO level (alpha / beta) = -7.1 / -7.4 eV

Each line ends with the Mulliken spin population.
Element x y z (Å)
Fe: -1.04116 0.16449 1.32510  3.786
C: -2.07898 -2.77216 -0.49599  -0.004
C: -3.48117 -2.19342 -0.34781  0.006
S: -3.46271 -0.43350 0.10272  0.022
C: -4.66643 -0.37190 1.45267  -0.004
C: -4.38408 -1.27880 2.64528  0.009
S: -2.73705 -0.98635 3.34742  0.014
C: -2.10517 -2.67153 3.51160  -0.003
C: -1.94823 -3.47192 2.22250  0.006
S: -0.99180 -2.60659 0.94292  0.016
H: -2.14409 -3.82304 -0.78270  0.002
H: -1.53305 -2.23909 -1.27443  -0.004
H: -4.00036 -2.29770 -1.30122  0.002
H: -4.06378 -2.74098 0.39093  -0.002
H: -4.63742 0.67509 1.76110  -0.003
H: -5.66592 -0.57131 1.06290  0.001
H: -5.13433 -1.09187 3.41454  0.001
H: -4.46588 -2.32955 2.37162  -0.001
H: -1.13594 -2.52226 3.98436  -0.004
H: -2.73696 -3.22684 4.20736  0.001
H: -1.44109 -4.40877 2.45817  0.001
H: -2.91744 -3.73812 1.80347  -0.001
C: 1.91846 -1.79725 4.13307  0.010
C: 1.38751 -0.82241 3.11313  0.020
O: 0.15121 -0.67017 3.05690  0.038
C: 2.31065 -0.22496 2.19889  0.073
C: 1.92448 0.75590 1.32836  -0.063
C: 2.63153 1.02605 0.04074  0.063
N: 0.78244 1.46098 1.56376  0.404
N: 0.69678 2.11639 2.69909  0.296
C: -0.59260 2.38521 3.03475  -0.003
O: -1.57164 1.81541 2.50010  0.170
C: -0.81030 3.37049 4.12059  0.009
C: 0.25579 4.06075 4.69447  0.039
C: 0.02427 4.97996 5.70506  -0.014
C: -1.27032 5.21702 6.14898  0.026
C: -2.33467 4.53072 5.57857  -0.011
C: -2.10508 3.61082 4.56907  0.020
H: 1.71599 -2.81408 3.78618  0.002
H: 2.98956 -1.68515 4.28726  -0.004
H: 1.39106 -1.65313 5.07502  0.001
H: 3.27705 -0.70005 2.08608  0.010
H: 3.65637 0.66015 0.07705  0.000
H: 2.10354 0.49535 -0.75579  -0.011
H: 2.61865 2.08936 -0.19537  0.000
H: 1.25805 3.86597 4.33920  0.007
H: 0.85485 5.51486 6.14733  -0.001
H: -1.44934 5.93628 6.93807  0.002
H: -3.34407 4.71558 5.92299  0.000
H: -2.92061 3.06763 4.11115  0.005
C: 5.14742 -1.27042 -5.36073  0.000
C: 3.78474 -1.78197 -4.97559  0.000
C: 3.38574 -3.05444 -5.36582  0.000
C: 2.13863 -3.54884 -5.01732  0.000
C: 1.27131 -2.75496 -4.28960  0.000
C: 1.65255 -1.47843 -3.88650  0.000
N: 0.73214 -0.72394 -3.11686  -0.004
C: 0.19403 0.48316 -3.49641  -0.011
C: 0.34095 0.94800 -4.81244  0.000
C: -0.20824 2.15222 -5.20498  0.000
C: -0.92367 2.93858 -4.30814  0.000
C: -1.08132 2.48796 -3.01199  0.006
C: -0.53922 1.27670 -2.58424  0.014
C: -0.77595 0.88684 -1.16519  -0.047
O: -1.39423 1.64280 -0.39324  0.048
O: -0.34380 -0.24622 -0.73179  0.057
C: 2.92231 -0.98380 -4.21229  0.000
C: 3.37321 0.37693 -3.75484  -0.001
H: 5.65116 -1.97251 -6.02340  0.000
H: 5.78000 -1.12471 -4.48194  0.000
H: 5.08075 -0.30719 -5.87016  0.000
H: 4.06439 -3.66414 -5.95078  0.000
H: 1.83947 -4.54156 -5.32803  0.000
H: 0.28004 -3.10356 -4.02837  0.000
H: 0.54628 -0.97957 -2.15337  0.004
H: 0.88478 0.34104 -5.52490  0.000
H: -0.07841 2.47990 -6.22941  0.000
H: -1.35138 3.88186 -4.61939  0.000
H: -1.63151 3.06495 -2.28086  0.005
H: 3.37531 1.08871 -4.58490  0.000
H: 4.38847 0.33779 -3.35724  0.000
H: 2.71748 0.77726 -2.98652  -0.001

***

| no. | total energy (eV) |
| --- | --- |
| 1 | -69435.88103 |
| 2 | -43001.48725 |
| 3 | -9745.05822 |
| 4 | -100738.68308 |
| 5 | -114392.85629 |